Entry 1:
DFT (ωB97M-V/def2-TZVPD) results for C50H127CaN9O17 as an isolated structure in a non-equilibrium geometry.

Geometry as XYZ:
```
204
Properties=species:S:1:pos:R:3:lowdin_charge:R:1
Ca -8.60430 14.10273 1.26883 1.47
O -7.17199 14.51714 -0.59369 -0.47
C -6.78481 13.24666 -1.10004 -0.33
C -7.66286 11.90822 -0.86018 -0.31
O -8.47123 11.84651 0.31695 -0.47
H -5.79707 13.07551 -0.67204 0.07
H -6.56877 13.42289 -2.15378 0.07
H -7.00656 11.03815 -0.84181 0.07
H -8.35281 11.73932 -1.68695 0.06
C -4.16058 6.91966 -1.14791 -0.09
O -4.68640 7.21112 0.14448 -0.19
C -5.29700 8.50196 0.24840 -0.19
C -4.29587 9.67513 0.18072 -0.22
N -3.29951 9.67582 1.20409 -0.05
C -2.22481 10.62300 0.90140 -0.18
C -1.27748 10.10473 -0.20320 -0.22
O -1.20475 8.71646 0.01912 -0.20
C -0.45868 8.04312 -0.93546 -0.12
H -3.25156 7.50958 -1.26528 0.06
H -4.90852 7.05716 -1.92879 0.09
H -3.77682 5.91305 -1.31390 0.09
H -5.68344 8.44451 1.26597 0.12
H -6.16063 8.67136 -0.39467 0.10
H -4.91006 10.57448 0.22590 0.10
H -3.81461 9.72472 -0.79602 0.11
H -2.90935 8.74494 1.16747 0.10
H -1.63299 10.71388 1.81222 0.11
H -2.61876 11.61752 0.69205 0.10
H -0.28715 10.55866 -0.16718 0.11
H -1.54505 10.39987 -1.21780 0.11
H 0.00341 7.15074 -0.51329 0.09
H 0.32992 8.70924 -1.28545 0.09
H -1.00905 7.69691 -1.81030 0.08
C -11.70623 8.65482 -3.81682 -0.10
O -11.41469 9.90211 -4.36921 -0.19
C -11.17768 10.86621 -3.39481 -0.24
C -11.16047 12.22903 -4.11860 -0.14
N -10.05196 12.18328 -5.13389 -0.04
C -8.78552 12.30168 -4.50877 -0.23
C -7.59445 11.98050 -5.46828 -0.20
O -7.59606 10.59946 -5.81041 -0.19
C -6.66878 10.35928 -6.86980 -0.10
H -12.08675 7.97198 -4.57645 0.09
H -12.55905 8.85565 -3.16840 0.08
H -10.91809 8.26258 -3.17411 0.09
H -10.28160 10.66747 -2.80688 0.11
H -12.01128 10.78784 -2.69691 0.11
H -10.88306 13.05362 -3.46195 0.10
H -12.16598 12.47806 -4.45777 0.11
H -10.04841 11.22295 -5.44671 0.09
H -8.64077 11.56381 -3.71966 0.09
H -8.58273 13.28636 -4.08762 0.10
H -6.68518 12.22069 -4.91726 0.10
H -7.74258 12.46603 -6.43286 0.12
H -6.45052 9.29136 -6.86856 0.09
H -5.73466 10.91037 -6.76108 0.06
H -7.08854 10.57775 -7.85173 0.09
C -4.48674 13.46591 -6.98523 -0.09
O -4.20615 14.47447 -5.99111 -0.19
C -4.56581 14.12812 -4.64460 -0.20
C -3.91879 15.08480 -3.58548 -0.19
N -2.47465 14.93565 -3.35688 -0.03
C -2.23432 13.67033 -2.67870 -0.22
C -0.84126 13.68849 -2.10316 -0.21
O 0.18833 13.46873 -3.07924 -0.19
C 1.55228 13.78976 -2.74751 -0.10
H -5.55025 13.40181 -7.21532 0.07
H -4.04677 12.50776 -6.70871 0.08
H -3.99946 13.69919 -7.93193 0.08
H -4.30180 13.10557 -4.37482 0.10
H -5.65497 14.16970 -4.63433 0.08
H -4.57237 15.10547 -2.71340 0.09
H -4.04208 16.13325 -3.85686 0.11
H -1.98081 14.94574 -4.23785 0.11
H -2.45009 12.78815 -3.28144 0.11
H -2.95151 13.59231 -1.86160 0.10
H -0.77039 12.84193 -1.42021 0.10
H -0.62486 14.59846 -1.54350 0.12
H 2.23888 13.08698 -3.21952 0.08
H 1.77981 13.98277 -1.69914 0.08
H 1.78969 14.73405 -3.23746 0.08
C -7.76410 5.84706 0.02923 -0.07
O -8.19855 6.17646 1.39300 -0.20
C -9.18102 7.20579 1.51439 -0.22
C -9.02784 8.45775 0.70702 -0.24
N -10.08540 9.37940 1.01838 -0.06
C -11.32510 9.14010 0.32701 -0.19
C -12.34340 10.21790 0.72704 -0.26
O -13.47424 9.70732 0.18232 -0.20
C -14.62288 10.50939 0.58363 -0.07
H -7.35981 6.74316 -0.44156 0.05
H -8.69442 5.63425 -0.49740 0.08
H -7.14990 4.95199 -0.06938 0.09
H -9.28555 7.36974 2.58690 0.13
H -10.12810 6.73738 1.24657 0.11
H -8.95622 8.32877 -0.37295 0.12
H -8.10783 8.95448 1.01514 0.09
H -9.73294 10.28013 0.72758 0.06
H -11.57193 8.09765 0.52819 0.11
H -11.24926 9.05946 -0.75735 0.10
H -12.13757 11.18471 0.26768 0.12
H -12.41506 10.32060 1.80983 0.12
H -14.64703 11.46795 0.06527 0.08
H -14.62056 10.64383 1.66530 0.08
H -15.51028 9.98869 0.22379 0.08
C -5.93051 20.30126 -2.51473 -0.10
O -5.10576 19.18858 -2.20784 -0.20
C -5.41943 18.51911 -0.98386 -0.21
C -4.44087 17.35803 -0.66416 -0.17
N -4.96231 16.34068 0.21081 -0.05
C -3.95930 15.37016 0.67068 -0.17
C -2.88690 15.87853 1.66040 -0.16
O -1.79704 16.54376 0.93817 -0.20
C -0.74756 17.13302 1.71355 -0.11
H -6.90891 19.83677 -2.63755 0.07
H -5.56671 20.72187 -3.45220 0.09
H -5.91231 21.01758 -1.69336 0.08
H -6.45757 18.18853 -0.95087 0.08
H -5.37122 19.18234 -0.12021 0.12
H -3.55518 17.77078 -0.18117 0.11
H -4.06718 16.90823 -1.58401 0.10
H -5.63116 15.77317 -0.28987 0.06
H -3.45128 14.83331 -0.13046 0.10
H -4.53623 14.59232 1.17090 0.08
H -2.39431 15.08643 2.22434 0.11
H -3.34748 16.50329 2.42567 0.10
H -0.06840 17.72693 1.10191 0.08
H -0.11013 16.37730 2.17254 0.08
H -1.04053 17.83204 2.49690 0.08
C 0.03893 17.06489 5.50107 -0.12
O -0.83159 16.07398 4.94481 -0.21
C -2.17665 16.13322 5.59230 -0.18
C -3.11300 14.94663 5.36456 -0.20
N -2.87389 13.88734 6.38743 -0.05
C -4.01242 12.92811 6.52578 -0.18
C -4.16860 12.05307 5.30749 -0.21
O -4.71335 12.78565 4.21014 -0.23
C -4.44575 12.30912 2.91179 -0.12
H 0.91881 17.24476 4.88336 0.08
H 0.43880 16.87633 6.49739 0.09
H -0.55302 17.97399 5.39509 0.08
H -2.74907 16.97044 5.19293 0.10
H -2.15022 16.35037 6.66012 0.12
H -3.09642 14.61126 4.32756 0.09
H -4.15277 15.24504 5.49841 0.10
H -1.99117 13.43938 6.18688 0.11
H -4.91005 13.50450 6.74968 0.11
H -3.78109 12.29718 7.38398 0.12
H -4.90641 11.27185 5.49030 0.10
H -3.26096 11.48938 5.09179 0.13
H -4.97088 12.91281 2.17159 0.07
H -4.79373 11.28861 2.75184 0.08
H -3.39020 12.45867 2.68473 0.09
C -6.28838 17.28536 3.76164 -0.05
C -7.45279 16.55907 3.07419 -0.39
C -8.12384 17.30369 1.86747 -0.15
O -9.15917 16.48526 1.28199 -0.31
C -9.96852 17.26791 0.36517 -0.06
N -6.91446 15.32640 2.56925 -0.03
H -6.00231 16.72381 4.65098 0.07
H -6.70617 18.21985 4.13619 0.08
H -5.30526 17.44870 3.32019 0.07
H -8.17064 16.39032 3.87688 0.14
H -7.34490 17.45127 1.11943 0.11
H -8.43234 18.26579 2.27649 0.13
H -10.72526 16.73452 -0.21010 0.09
H -9.24810 17.68081 -0.34096 0.08
H -10.49714 18.09509 0.83892 0.09
H -6.24223 14.98355 3.24057 0.08
H -6.28956 15.61652 1.83072 0.04
C -7.37285 10.18655 3.86944 -0.03
C -8.16721 11.50168 3.96929 -0.36
C -8.18100 12.01333 5.43434 -0.20
O -8.88898 13.20589 5.53407 -0.17
C -8.93476 13.72024 6.84467 -0.12
N -7.52137 12.36577 2.98757 0.00
H -7.55383 9.40441 4.60675 0.08
H -6.30169 10.38524 3.90454 0.06
H -7.57480 9.66065 2.93630 0.06
H -9.17786 11.35431 3.58854 0.14
H -7.14977 12.19047 5.73976 0.11
H -8.55251 11.21882 6.08152 0.13
H -9.86171 14.26996 7.00795 0.08
H -8.20161 14.51235 6.99685 0.08
H -8.84768 13.01258 7.66913 0.09
H -6.55728 12.24206 3.26203 0.02
H -7.65169 11.88701 2.10785 0.02
C -9.36670 16.15236 -4.38703 -0.05
C -7.85291 16.50404 -4.18067 -0.39
C -7.26909 17.64276 -5.03778 -0.18
O -7.67226 17.53667 -6.41299 -0.19
C -7.14004 18.60498 -7.21686 -0.10
N -7.75891 16.68679 -2.74441 0.07
H -10.03505 16.99537 -4.21168 0.07
H -9.74798 15.32291 -3.79143 0.05
H -9.60484 16.08379 -5.44849 0.07
H -7.32104 15.63218 -4.56156 0.11
H -6.18052 17.66375 -4.98612 0.12
H -7.59162 18.62280 -4.68622 0.11
H -7.41584 18.54313 -8.26957 0.08
H -6.05525 18.71148 -7.21441 0.09
H -7.68562 19.48038 -6.86454 0.08
H -6.88474 17.12539 -2.49230 0.03
H -7.75652 15.80391 -2.25390 0.04
```

---

Entry 2:
DFT (ωB97M-V/def2-TZVPD) results for a 15-piece molecular cluster, C58H160N14O15 overall in a non-equilibrium geometry.

Geometry as XYZ:
```
247
Properties=species:S:1:pos:R:3:lowdin_charge:R:1
C -6.29054 -4.10556 1.29316 -0.05
C -5.66828 -2.78359 0.86215 -0.44
C -6.58626 -2.02442 -0.17829 -0.15
O -7.20690 -3.00204 -1.02364 -0.23
C -8.38963 -2.62284 -1.65583 -0.12
N -5.49985 -1.98424 2.03724 0.03
H -6.26885 -4.84680 0.50392 0.06
H -7.22730 -4.01313 1.72660 0.06
H -5.69196 -4.62797 2.03343 0.07
H -4.68775 -2.93992 0.41963 0.10
H -6.09134 -1.24198 -0.75771 0.11
H -7.49469 -1.56688 0.37322 0.15
H -8.69712 -3.36716 -2.34776 0.07
H -8.20098 -1.77102 -2.35551 0.09
H -9.22641 -2.42750 -0.98651 0.09
H -4.55330 -2.12279 2.38329 0.06
H -5.39945 -0.94372 1.79675 0.09
C 4.11912 -0.57412 -0.36969 -0.05
C 3.19448 -1.37262 -1.29258 -0.43
C 3.97612 -1.88425 -2.52400 -0.21
O 4.48688 -0.75555 -3.18884 -0.21
C 5.36487 -1.12198 -4.23920 -0.12
N 2.58414 -2.49907 -0.61416 0.04
H 4.53144 0.23931 -0.95487 0.07
H 4.86356 -1.24746 -0.01650 0.06
H 3.46355 -0.24883 0.51365 0.10
H 2.28646 -0.79873 -1.59664 0.13
H 3.31183 -2.47698 -3.13917 0.10
H 4.85956 -2.50538 -2.24265 0.13
H 6.19544 -1.74639 -3.85352 0.08
H 5.78813 -0.21835 -4.77649 0.10
H 4.91372 -1.82185 -4.98756 0.09
H 1.65123 -2.25583 -0.19926 0.06
H 3.19020 -2.91495 0.10870 0.05
C 2.64536 2.97645 -3.52583 -0.03
C 2.09108 2.11864 -2.36396 -0.41
C 1.95795 3.00436 -1.15676 -0.20
O 3.21975 3.61451 -0.93243 -0.19
C 3.27386 4.48909 0.13597 -0.13
N 0.81718 1.50066 -2.64010 0.07
H 2.66946 2.26107 -4.38331 0.08
H 3.57535 3.45427 -3.17250 0.08
H 2.00432 3.77276 -3.84508 0.04
H 2.82404 1.34430 -2.10723 0.11
H 1.63369 2.42458 -0.19895 0.15
H 1.19252 3.76370 -1.29091 0.11
H 2.97538 4.02928 1.06137 0.07
H 2.58757 5.30239 -0.02920 0.08
H 4.29669 4.85276 0.23527 0.10
H 0.84326 0.64596 -3.14156 0.02
H 0.36855 1.25583 -1.79625 0.04
C -1.83421 -4.23116 -1.85731 -0.07
C -2.95289 -3.29674 -1.97008 -0.45
C -3.09331 -2.41348 -3.18116 -0.18
O -1.95768 -1.53415 -3.29731 -0.21
C -2.31322 -0.34866 -4.02452 -0.09
N -4.22942 -4.05138 -1.96712 0.09
H -0.88182 -3.72386 -1.71906 0.08
H -1.96347 -4.94758 -2.69712 0.11
H -2.02911 -4.75492 -0.93168 0.05
H -2.83719 -2.45191 -1.12650 0.16
H -4.01959 -1.77328 -3.05303 0.14
H -3.08403 -2.98565 -4.08027 0.12
H -2.99899 0.26887 -3.45976 0.04
H -2.82028 -0.57545 -4.98100 0.11
H -1.38480 0.12565 -4.24437 0.04
H -4.99069 -3.43594 -1.94674 0.02
H -4.24083 -4.59903 -1.08853 0.06
C 0.78558 -2.28398 -6.94746 -0.06
C 0.16800 -2.04323 -5.56032 -0.39
C 0.25227 -3.32525 -4.78479 -0.25
O 1.53758 -3.80687 -4.70993 -0.19
C 1.62976 -5.12406 -4.21542 -0.10
N 0.89156 -0.93505 -4.88031 0.06
H 0.33351 -3.13051 -7.44790 0.07
H 1.88299 -2.27672 -6.92857 0.08
H 0.49660 -1.53840 -7.68547 0.07
H -0.90153 -1.69670 -5.66136 0.14
H -0.34235 -4.10576 -5.36416 0.14
H -0.23085 -3.25293 -3.79829 0.10
H 2.68028 -5.28995 -4.06808 0.08
H 1.27232 -5.95679 -4.91137 0.11
H 0.97065 -5.26264 -3.33887 0.08
H 1.91904 -1.16969 -4.79205 0.09
H 1.06188 -0.24333 -5.61272 0.06
C -0.50004 5.07327 1.11600 -0.06
C -1.74793 5.44910 1.95158 -0.41
C -2.41606 6.71928 1.46249 -0.21
O -1.55536 7.81449 1.65547 -0.17
C -1.74486 8.83905 0.71054 -0.10
N -2.61309 4.22932 1.85286 0.04
H 0.25210 5.91755 1.01429 0.08
H -0.80759 4.82668 0.10416 0.06
H 0.04133 4.26306 1.69337 0.08
H -1.40610 5.62659 2.95214 0.12
H -3.31314 6.71005 2.06176 0.12
H -2.62702 6.60452 0.40355 0.13
H -1.33794 8.59156 -0.21734 0.07
H -1.23688 9.67829 1.13922 0.08
H -2.75974 9.16457 0.49730 0.09
H -3.53585 4.19385 2.34264 0.09
H -2.15945 3.46727 2.39331 0.05
C 6.09292 3.87145 6.43947 -0.04
C 4.96192 2.92942 6.00993 -0.45
C 5.38135 2.00229 4.88165 -0.23
O 5.51073 2.64735 3.66334 -0.21
C 5.54136 1.81563 2.50670 -0.08
N 4.54883 2.22754 7.16838 0.05
H 6.49165 4.37517 5.59867 0.05
H 6.98057 3.40364 6.82978 0.08
H 5.73586 4.56168 7.20083 0.09
H 4.04408 3.43851 5.69997 0.11
H 4.65035 1.17043 4.78031 0.11
H 6.41070 1.60994 5.08648 0.14
H 5.10427 2.36081 1.67731 0.07
H 4.93471 0.89726 2.65655 0.07
H 6.58525 1.43909 2.25631 0.11
H 5.26712 1.87550 7.75875 0.07
H 3.87762 1.50969 7.00176 0.07
C -4.55406 1.63429 -0.17041 -0.04
C -3.59482 1.60295 -1.37732 -0.41
C -4.37507 2.01308 -2.65368 -0.23
O -5.13135 0.89826 -2.99839 -0.24
C -6.35483 1.06414 -3.73295 -0.08
N -2.44903 2.43726 -1.14407 0.08
H -4.60134 2.56083 0.33113 0.05
H -4.30402 0.91051 0.64382 0.07
H -5.53696 1.29564 -0.52938 0.07
H -3.30116 0.56764 -1.59345 0.10
H -3.65676 2.19321 -3.46363 0.09
H -4.99183 2.96659 -2.61976 0.15
H -6.09144 1.67668 -4.63793 0.10
H -7.14778 1.56584 -3.17660 0.08
H -6.80885 0.07059 -4.01393 0.09
H -2.24694 3.09395 -1.89545 0.05
H -2.46936 2.99013 -0.30507 0.03
C 1.53749 1.82095 4.44822 -0.01
C 0.77485 3.16941 4.76545 -0.38
C -0.69356 2.87505 5.10151 -0.19
O -1.32920 2.19760 3.98386 -0.26
C -2.62992 1.75288 4.43148 -0.11
N 1.27175 3.88118 5.96915 0.07
H 2.55432 2.06923 4.20597 0.05
H 0.99745 1.36907 3.61800 0.06
H 1.50085 1.16063 5.30874 0.08
H 0.83400 3.77383 3.92498 0.08
H -1.23577 3.81636 5.36040 0.13
H -0.74082 2.20800 5.99672 0.13
H -3.13210 1.42898 3.45764 0.09
H -3.14382 2.61268 4.84007 0.07
H -2.60032 0.91373 5.15812 0.10
H 2.20919 3.64096 6.15845 0.02
H 1.26848 4.88185 5.85527 0.02
C 2.92096 -7.98201 0.36353 -0.07
C 1.95727 -7.24544 -0.52536 -0.40
C 0.69255 -8.00635 -0.53454 -0.26
O -0.14621 -7.52280 -1.54021 -0.19
C -1.28530 -8.36793 -1.72959 -0.09
N 1.64119 -5.81795 -0.05447 0.08
H 2.56859 -7.87584 1.38208 0.07
H 3.96692 -7.53814 0.37121 0.08
H 3.11423 -9.03323 0.08843 0.09
H 2.42365 -7.08584 -1.47427 0.13
H 0.15459 -7.94499 0.44803 0.13
H 0.84165 -9.07876 -0.57763 0.12
H -1.94549 -8.42563 -0.85308 0.07
H -1.01839 -9.40986 -2.01158 0.10
H -1.88348 -7.86860 -2.46373 0.08
H 0.81852 -5.63023 -0.62808 0.05
H 2.32063 -5.16607 -0.43609 0.05
C -1.92130 -4.18530 1.84192 -0.02
C -1.70498 -5.62763 2.38404 -0.44
C -2.39701 -6.66505 1.53949 -0.20
O -3.74535 -6.26358 1.29471 -0.21
C -4.33890 -7.05874 0.28196 -0.11
N -0.34878 -5.89567 2.67292 0.02
H -1.43672 -3.45182 2.46514 0.07
H -2.98194 -4.05287 1.86093 0.06
H -1.45473 -4.01253 0.89869 0.05
H -2.24267 -5.63287 3.34645 0.15
H -2.35454 -7.56838 2.19381 0.14
H -1.89322 -6.69374 0.56423 0.10
H -4.21458 -8.12107 0.47989 0.08
H -3.83738 -6.76853 -0.65352 0.08
H -5.43178 -6.88152 0.22672 0.09
H 0.35491 -5.77093 1.95992 0.04
H -0.21694 -6.89076 3.07355 0.13
C 2.76756 -1.80544 3.58151 -0.03
C 2.32825 -3.20935 2.96991 -0.41
C 3.47023 -4.22574 2.93794 -0.19
O 4.42656 -3.71251 1.98682 -0.20
C 5.29265 -4.74840 1.61302 -0.12
N 1.28303 -3.74968 3.84410 0.04
H 3.51800 -1.27472 3.04669 0.04
H 3.10648 -1.98231 4.58565 0.07
H 1.88023 -1.20860 3.58035 0.04
H 1.91665 -3.02289 1.90448 0.13
H 2.95850 -5.13750 2.52314 0.12
H 3.92470 -4.33545 3.91754 0.13
H 5.85369 -5.13102 2.45294 0.09
H 5.98139 -4.38299 0.92298 0.06
H 4.81405 -5.59007 1.07781 0.07
H 0.82084 -4.54639 3.42427 0.01
H 0.65192 -2.99311 3.95966 0.04
C -0.79854 4.06991 -4.08716 -0.08
C -1.21384 3.16910 -5.22511 -0.42
C -1.43929 3.99654 -6.50278 -0.22
O -0.25770 4.61066 -6.88553 -0.20
C -0.24788 5.39946 -8.03034 -0.12
N -0.32505 2.07370 -5.56102 0.05
H 0.09573 4.64749 -4.32528 0.06
H -0.56787 3.56685 -3.11170 0.05
H -1.64649 4.80442 -3.88595 0.10
H -2.13147 2.66347 -4.92040 0.11
H -2.18937 4.79555 -6.40480 0.13
H -1.78154 3.37339 -7.32267 0.12
H -0.92573 6.30914 -7.99702 0.11
H -0.50336 4.76369 -8.90404 0.09
H 0.73424 5.76338 -8.23813 0.07
H 0.06100 1.64948 -4.70907 0.02
H 0.47008 2.32085 -6.14344 0.07
C 1.78089 8.81594 3.68581 -0.06
C 1.48988 7.33000 3.84071 -0.42
C 2.66391 6.54902 3.30873 -0.21
O 3.73381 6.81153 4.23039 -0.22
C 4.97523 6.16754 3.86032 -0.06
N 1.23557 6.96150 5.26728 0.06
H 1.09563 9.42959 4.36449 0.09
H 1.62396 9.27953 2.68883 0.08
H 2.83496 8.93106 4.01205 0.09
H 0.61397 6.98767 3.19505 0.13
H 2.94582 6.94416 2.35721 0.11
H 2.52097 5.41322 3.18794 0.14
H 4.89474 5.05909 3.98425 0.07
H 5.78796 6.55365 4.44128 0.08
H 5.18082 6.30472 2.80880 0.08
H 0.70526 7.74391 5.59688 0.06
H 2.15246 7.20635 5.62929 0.07
C -0.84281 0.05894 1.53578 -0.05
C -1.34219 -0.84873 0.42289 -0.29
O -0.32635 -1.07094 -0.56901 -0.07
H 0.05753 -0.32556 1.96047 0.05
H -1.60254 -0.01418 2.32784 0.07
H -0.71230 1.10731 1.28552 0.07
H -2.18019 -0.47272 -0.00172 0.05
H -1.70468 -1.81425 0.82476 0.08
H -0.71674 -0.95193 -1.43932 0.05
```

---

| no. | frontier orbital gap (eV) |
| --- | --- |
| 1 | 7.323 |
| 2 | 8.959 |